Entry 1:
Computed, not measured: a single C19H23NO6 molecule, with the ωB97M-V functional and the def2-TZVPD basis.

As for the HOMO-LUMO gap: 9.15 eV. The multiplicity is 1. The total energy is -33853.36613 eV.

Structure (XYZ):
```
49
Properties=species:S:1:pos:R:3:forces:R:3
C 2.9354 -1.4544 -2.4263 -0.115 -0.233 -0.131
C 2.2436 -2.3111 -3.4805 0.035 0.149 -0.074
C 1.7461 -1.5092 -4.6851 -0.324 -0.061 0.309
C 0.7860 -0.3788 -4.3187 0.421 0.093 -0.592
O -0.2879 -0.8331 -3.4920 0.115 0.052 0.307
C -1.3196 -1.4163 -4.0899 -0.401 -0.152 0.095
O -1.4558 -1.5526 -5.2737 -0.012 -0.037 -0.067
C -2.3523 -1.8833 -3.0607 0.135 -0.004 -0.163
N -1.8709 -1.7361 -1.7138 -0.317 -0.238 -0.255
C -0.8643 -2.5346 -1.1861 -0.118 -0.073 -0.081
O -0.3950 -3.5000 -1.7304 0.006 -0.042 0.037
C -0.5425 -1.9389 0.1334 -0.110 0.538 0.467
C 0.3740 -2.3206 1.0918 -0.123 0.020 -0.164
C 0.4624 -1.5454 2.2412 -0.031 0.069 0.043
C -0.3489 -0.4277 2.4238 -0.094 -0.037 -0.222
C -0.1818 0.3548 3.6840 0.287 -0.204 0.190
O 0.6860 0.1331 4.4929 -0.089 0.008 -0.102
O -1.0931 1.3167 3.7950 -0.200 0.012 -0.341
C -1.0238 2.1866 4.9263 -0.005 0.441 0.551
C -1.2220 3.6337 4.4831 0.306 -0.253 -0.001
C 0.0465 4.3004 3.9485 -0.204 -0.105 -0.119
C 0.5880 3.6521 2.6793 0.033 0.144 0.160
C -1.2755 -0.0435 1.4495 0.053 -0.094 -0.016
C -1.3533 -0.8121 0.3096 0.500 -0.368 0.249
C -2.2010 -0.6594 -0.8990 -0.155 0.057 -0.045
O -3.0165 0.1825 -1.1691 0.042 0.066 0.053
H 3.7244 -0.8536 -2.8748 0.111 0.120 0.019
H 2.2267 -0.7911 -1.9357 -0.031 0.135 0.098
H 3.3799 -2.0900 -1.6644 0.073 0.016 0.125
H 1.4063 -2.8401 -3.0226 0.087 -0.054 -0.082
H 2.9439 -3.0647 -3.8466 -0.040 -0.065 0.013
H 1.2388 -2.1863 -5.3749 0.046 0.068 -0.095
H 2.5917 -1.0599 -5.2099 0.012 0.034 -0.077
H 0.3692 0.0630 -5.2296 0.064 0.012 0.182
H 1.2848 0.3919 -3.7294 -0.083 -0.054 -0.053
H -2.5875 -2.9315 -3.2654 0.031 0.180 -0.011
H -3.2567 -1.2782 -3.1721 0.143 -0.103 -0.009
H 0.9984 -3.1879 0.9457 0.065 -0.088 -0.008
H 1.1663 -1.7926 3.0221 0.040 -0.010 0.045
H -0.0594 2.0473 5.4253 -0.187 0.017 -0.043
H -1.8243 1.8855 5.6106 0.141 -0.026 -0.089
H -1.5814 4.2010 5.3433 -0.090 -0.032 0.014
H -1.9993 3.6524 3.7169 -0.121 0.063 0.028
H -0.1853 5.3475 3.7412 0.065 0.030 0.061
H 0.8166 4.2795 4.7229 0.006 0.085 0.050
H 0.9824 2.6597 2.8812 0.067 -0.107 -0.043
H 1.3951 4.2539 2.2678 0.082 -0.010 -0.089
H -0.1944 3.5673 1.9281 -0.057 -0.037 -0.126
H -1.9001 0.8241 1.5874 -0.058 0.074 0.003
```
Forces are in eV/Å.

Here are the natural (NBO) charges for atoms 1 to 5, given in e: number 1, C, carries -0.6120; number 2, C, carries -0.4079; number 3, C, carries -0.4233; number 4, C, carries -0.0777; number 5, O, carries -0.5174


Entry 2:
Computed, not measured: a molecular structure, C34H39CaN9O2SSe in a non-equilibrium geometry, with the ωB97M-V functional and the def2-TZVPD basis.

As for the HOMO-LUMO gap: 6.47 eV. The multiplicity is 1. The total energy is -148025.63979 eV.

Structure (XYZ):
```
87
Properties=species:S:1:pos:R:3:forces:R:3
Ca -0.6162 0.6735 0.9897 0.105 0.367 1.252
N -0.7811 2.1160 4.3968 -0.044 0.077 -0.057
C -2.0245 1.8842 4.0022 0.031 -0.333 -0.150
N -3.0033 2.1691 4.8727 0.065 0.045 -0.172
C -4.2279 1.9269 4.4412 -0.207 0.012 0.126
N -5.2464 2.1503 5.2928 0.054 -0.005 -0.114
N -4.5597 1.4608 3.2159 0.053 0.078 0.142
C -3.5274 1.2056 2.4444 0.345 -0.113 -0.368
N -2.2270 1.3527 2.7534 -0.826 0.134 0.338
C -3.8730 0.7268 1.0511 0.485 -0.058 0.076
C -5.1714 0.8382 0.5903 -0.109 -0.002 0.011
C -5.4566 0.4459 -0.7081 -0.114 0.017 0.000
C -4.4432 -0.0543 -1.5017 -0.052 -0.023 -0.086
C -3.1737 -0.1473 -0.9638 0.226 0.004 0.401
N -2.8779 0.2338 0.2871 -0.795 0.082 -0.095
H -0.6552 2.4858 5.3221 0.030 -0.027 0.025
H 0.0228 1.7807 3.8658 0.066 -0.034 -0.011
H -5.0543 2.5451 6.1949 0.002 -0.008 -0.011
H -6.1884 2.0214 4.9747 0.002 0.001 0.008
H -5.9271 1.2323 1.2526 0.001 0.004 -0.028
H -6.4638 0.5367 -1.0948 0.013 0.004 0.012
H -4.6141 -0.3541 -2.5278 0.001 0.003 0.063
H -2.3497 -0.5265 -1.5523 0.025 0.052 0.017
C 1.8270 4.2447 -2.4521 -0.079 0.058 0.070
N 0.8905 4.1704 -1.3372 0.019 0.040 -0.048
C 1.0802 3.4703 -0.2196 0.005 -0.254 0.106
N 2.1972 2.7395 -0.1350 -0.098 -0.015 0.270
S -0.1034 3.5139 1.0372 0.236 0.029 -0.288
H 1.3376 4.7654 -3.2713 -0.011 0.038 0.027
H 2.0889 3.2484 -2.8037 -0.043 -0.027 -0.009
H 2.7311 4.7880 -2.1715 0.004 0.009 0.036
H 0.0598 4.7356 -1.3464 -0.055 -0.020 -0.064
H 2.5803 2.3607 -0.9911 0.040 -0.002 -0.107
H 2.2829 2.1171 0.6641 -0.064 0.032 0.013
C 1.5283 -3.6743 -1.9093 0.010 0.031 -0.044
C 1.8291 -2.6357 -2.9603 -0.035 -0.073 0.087
C 3.1287 -2.4659 -3.4156 0.024 0.037 -0.015
C 3.4149 -1.5220 -4.3933 -0.037 -0.002 0.010
C 2.4054 -0.7149 -4.8816 0.116 0.005 0.014
C 1.1030 -0.8618 -4.4180 -0.145 0.056 -0.101
N 0.0951 -0.0318 -4.9819 -0.057 0.127 0.221
C -0.7437 0.8996 -4.3582 0.121 -0.189 -0.035
C -1.7350 1.4757 -5.1696 -0.051 0.023 0.006
C -2.6464 2.3859 -4.6702 0.017 -0.004 0.014
C -2.6165 2.7387 -3.3232 0.003 -0.034 -0.107
C -1.6474 2.1722 -2.5168 0.065 -0.026 0.060
C -0.6951 1.2737 -3.0049 -0.048 -0.069 -0.055
C 0.4459 0.9035 -2.0843 -0.200 -0.303 0.516
O 1.5827 1.1103 -2.4867 0.292 0.067 0.091
O 0.1377 0.4595 -0.9029 0.390 0.149 -2.221
C 0.7923 -1.8549 -3.4908 -0.108 -0.064 0.051
C -0.6280 -2.1324 -3.0715 0.027 0.026 -0.079
H 2.4484 -4.1204 -1.5325 -0.021 0.017 -0.009
H 0.9031 -4.4794 -2.3067 0.016 0.031 0.008
H 0.9927 -3.2391 -1.0612 0.029 -0.003 -0.024
H 3.9216 -3.0824 -3.0043 -0.048 0.048 -0.023
H 4.4288 -1.3988 -4.7532 -0.019 -0.002 0.011
H 2.6230 0.0654 -5.6025 -0.007 -0.022 0.029
H 0.2256 0.1510 -5.9611 -0.002 0.004 -0.075
H -1.7781 1.1872 -6.2160 -0.015 -0.002 0.069
H -3.3890 2.8143 -5.3340 0.038 -0.017 0.029
H -3.3258 3.4479 -2.9147 0.017 -0.027 -0.021
H -1.5923 2.4647 -1.4724 0.037 -0.033 0.006
H -1.3401 -1.6105 -3.7106 0.031 0.010 0.035
H -0.7960 -1.8294 -2.0360 0.022 0.006 0.019
H -0.8424 -3.2021 -3.1337 0.014 0.038 0.011
C 3.8296 -5.0098 4.5943 -0.081 0.096 -0.033
C 3.2503 -3.7044 4.0975 0.038 -0.068 0.055
C 3.4981 -3.2470 2.8125 -0.014 0.059 -0.093
C 3.0007 -2.0282 2.3479 0.025 -0.037 -0.017
C 3.3175 -1.6023 0.9360 0.038 -0.042 0.103
C 2.2260 -1.2321 3.2066 0.074 -0.154 -0.160
Se 1.6511 0.5037 2.6151 0.251 0.051 0.318
C 1.9303 -1.6952 4.4975 0.024 -0.062 0.002
C 1.0664 -0.9074 5.4459 0.088 -0.033 0.046
C 2.4533 -2.9164 4.9186 -0.081 0.020 0.005
H 4.3857 -5.5199 3.8063 -0.030 0.034 0.018
H 3.0471 -5.6868 4.9464 0.017 0.041 -0.021
H 4.5130 -4.8423 5.4300 -0.012 0.006 -0.020
H 4.1014 -3.8538 2.1415 -0.030 0.047 0.034
H 3.8244 -2.4070 0.3983 -0.024 0.055 0.029
H 3.9600 -0.7185 0.9251 -0.005 -0.011 0.022
H 2.4170 -1.3239 0.3872 -0.044 -0.003 -0.034
H 0.2334 -0.4405 4.9237 -0.052 -0.026 -0.014
H 1.6342 -0.1004 5.9197 -0.016 -0.009 -0.052
H 0.6745 -1.5555 6.2320 0.036 0.033 -0.002
H 2.2224 -3.2637 5.9232 0.009 0.033 -0.047
```
Forces are in eV/Å.

Here are the Löwdin charges for atoms 1 to 5, given in e: number 1, Ca, carries 1.0381; number 2, N, carries 0.1781; number 3, C, carries -0.4322; number 4, N, carries 0.1735; number 5, C, carries -0.4442


Entry 3:
Computed, not measured: a molecular structure, C13H25F12N2NaO18S7 in a non-equilibrium geometry, with the ωB97M-V functional and the def2-TZVPD basis.

As for the HOMO-LUMO gap: 4.91 eV. The multiplicity is 1. As for the total charge: -2. The total energy is -166589.26744 eV.

Structure (XYZ):
```
78
Properties=species:S:1:pos:R:3:forces:R:3
Na 0.1984 -0.3139 0.7126 -0.212 -0.505 -0.946
C -2.2734 2.3890 -5.2372 1.389 -0.853 -1.150
F -2.2940 3.4819 -6.0813 -0.084 -1.132 1.461
F -2.2156 2.7998 -3.9352 -0.985 -0.597 -2.620
F -3.3509 1.5871 -5.6692 1.744 1.911 1.986
S -0.6040 1.3135 -5.5812 -2.204 -2.290 -0.375
O -1.0517 0.4004 -6.6183 -0.017 0.323 0.878
O 0.4659 2.1747 -5.9890 -0.325 0.336 0.291
N -0.4875 0.3885 -4.0598 0.213 2.729 -4.006
S 0.6095 1.2029 -3.2934 1.769 0.510 4.666
O 0.7757 2.6507 -3.4774 -0.286 -1.501 -0.078
O 0.4402 0.8223 -1.8750 0.849 0.123 -1.794
C 2.3926 0.4727 -3.7908 -2.480 1.458 0.597
F 2.6718 0.8668 -5.0562 0.415 -0.881 0.853
F 3.3046 0.9685 -2.9494 0.076 -0.155 -0.457
F 2.3492 -0.8457 -3.6534 0.482 -0.016 -0.580
C 2.1566 3.5626 0.4081 1.740 -0.045 3.533
F 1.8071 2.9227 -0.6188 0.173 -0.563 -2.467
F 3.4693 4.0985 0.3912 -2.258 -1.084 -0.572
F 1.3253 4.5422 0.6554 -0.110 0.597 -0.019
S 2.1398 2.2539 1.8535 2.434 0.975 1.342
O 2.8782 1.0932 1.4027 -1.023 0.560 -0.252
O 2.8099 2.9927 2.9916 -2.460 -1.901 -2.693
N 0.4386 1.7687 1.9354 3.661 0.210 -2.759
S 0.0031 2.4837 3.1868 -2.850 1.706 5.513
O 0.3781 1.7399 4.3847 -0.041 0.409 -0.261
O 0.1837 3.9256 3.2083 -0.360 -0.783 -0.094
C -1.9270 2.2652 3.3024 2.722 0.221 -0.430
F -2.4701 3.2361 2.5292 -0.547 -1.080 1.376
F -2.2094 1.0457 2.7963 -0.779 0.892 0.819
F -2.2498 2.3551 4.6613 -0.336 -0.067 -2.797
O -1.3875 -1.6392 -0.3080 0.169 0.095 1.428
H -2.0200 -1.8756 0.3981 0.183 0.101 -0.489
O 0.4909 -1.3471 2.8545 -0.312 -1.738 2.565
S 0.2288 -2.2939 3.9386 0.660 0.194 -0.545
O -0.3477 -3.5815 3.6650 -0.722 0.364 -0.273
O 1.6020 -2.6700 4.6408 1.193 1.772 -1.661
C 1.6228 -3.5425 5.7019 0.238 -2.005 0.242
C 2.8646 -3.3835 6.5226 -0.449 1.434 1.803
C -0.6413 -1.5702 5.3694 -0.134 -0.737 -2.731
H 1.6615 -4.5948 5.4203 -0.313 -0.083 -1.012
H 0.6841 -3.4967 6.2541 0.277 0.358 0.582
H 2.7981 -4.2222 7.2156 0.705 -0.015 0.130
H 2.7709 -2.4745 7.1168 -0.212 0.115 0.407
H 3.8561 -3.1941 6.1114 -0.314 -0.903 -0.870
H -1.4253 -1.1927 4.7129 -0.462 1.037 0.803
H 0.0126 -0.8494 5.8604 -0.495 -0.045 0.030
H -1.0762 -2.4434 5.8556 0.357 0.392 0.527
O -4.5773 1.7236 -0.2329 1.386 -0.535 -1.410
S -3.5950 1.6416 -1.3289 0.691 -0.937 -0.464
O -3.2461 0.4040 -2.0494 -1.752 3.049 1.351
O -4.1150 2.8208 -2.3941 0.057 -1.617 0.936
C -5.0950 3.8024 -1.9930 1.118 0.160 -1.562
C -5.2249 4.5875 -3.2973 -0.915 0.140 -0.419
C -2.0228 2.3737 -0.7923 -1.189 0.902 -0.147
H -4.6164 4.4743 -1.2805 -0.459 -0.234 0.583
H -6.0355 3.3411 -1.6917 0.239 0.124 0.335
H -5.9187 5.4235 -3.2083 0.208 0.375 0.351
H -5.6851 4.0163 -4.1035 0.148 -0.530 0.119
H -4.2614 4.9178 -3.6856 0.004 0.107 0.321
H -2.2965 3.4041 -0.5655 -0.171 0.012 0.693
H -1.2823 2.5284 -1.5771 -0.139 -1.028 -0.056
H -1.7028 1.8202 0.0905 0.144 0.055 -0.313
O 2.0161 -1.8845 -0.4263 0.232 -2.265 -0.349
S 1.6374 -3.2577 -0.7736 -3.240 0.966 -0.538
O 0.5926 -3.4359 -1.7885 2.755 -0.212 1.008
O 3.0045 -4.1690 -1.1335 -1.676 0.891 0.432
C 3.5198 -4.0608 -2.4730 0.427 -0.975 -0.284
C 4.1278 -5.4152 -2.8186 -0.075 -0.504 0.391
C 0.9642 -4.0865 0.7382 1.265 0.142 0.586
H 4.3237 -3.3247 -2.4648 -0.201 0.221 -0.088
H 2.8005 -3.8403 -3.2617 -0.475 0.443 0.568
H 3.4816 -6.2906 -2.7537 -0.805 0.401 0.092
H 4.8830 -5.6701 -2.0751 0.607 0.209 -0.411
H 4.4494 -5.4298 -3.8599 0.611 0.211 0.159
H 1.4746 -3.6185 1.5800 0.276 -0.040 -0.111
H 1.1315 -5.1612 0.8105 0.287 0.052 -0.569
H -0.0909 -3.9083 0.9457 -0.040 0.575 -1.110
```
Forces are in eV/Å.

Here are the Löwdin charges for atoms 1 to 5, given in e: number 1, Na, carries 0.2647; number 2, C, carries -0.4598; number 3, F, carries 0.0685; number 4, F, carries 0.0760; number 5, F, carries 0.0563


Entry 4:
Computed, not measured: 2 unconnected molecules or ions with the total composition C5H7NO in a non-equilibrium geometry, with the ωB97M-V functional and the def2-TZVPD basis.

As for the HOMO-LUMO gap: 9.98 eV. The multiplicity is 1. The total energy is -8834.62142 eV.

Structure (XYZ):
```
14
Properties=species:S:1:pos:R:3:forces:R:3
C 0.3828 1.5895 0.2288 -0.007 0.066 0.049
C 0.7317 0.4228 0.7516 -0.056 0.115 0.190
C 1.2456 -0.7099 -0.0115 0.048 -0.131 -0.104
C 2.0707 -0.6304 -1.0457 0.021 -0.179 -0.017
H 0.4493 1.7761 -0.8289 -0.007 -0.051 -0.279
H 0.0034 2.3994 0.8272 -0.037 0.110 0.212
H 0.6226 0.2495 1.8174 -0.073 0.097 0.054
H 0.9152 -1.6828 0.3301 0.037 -0.164 -0.016
H 2.3974 -1.5185 -1.5612 0.017 -0.143 -0.089
H 2.4674 0.3050 -1.4029 0.024 0.252 0.015
N -2.9132 -1.2282 0.4030 -0.148 -1.092 0.268
C -2.8349 -0.1391 -0.0713 -0.062 -0.137 -0.215
O -2.8507 0.8243 -0.7061 0.098 1.146 -0.378
H -2.6875 -1.6577 1.2694 0.145 0.110 0.308
```
Forces are in eV/Å.

Here are the natural (NBO) charges for atoms 1 to 5, given in e: number 1, C, carries -0.3605; number 2, C, carries -0.2360; number 3, C, carries -0.2242; number 4, C, carries -0.3686; number 5, H, carries 0.1963


Entry 5:
Computed, not measured: a molecular structure, C6H8O7P2 in a non-equilibrium geometry, with the ωB97M-V functional and the def2-TZVPD basis.

As for the HOMO-LUMO gap: 9.04 eV. The multiplicity is 1. The total energy is -39258.19863 eV.

Structure (XYZ):
```
23
Properties=species:S:1:pos:R:3:forces:R:3
C 2.7246 1.4260 -2.1927 -3.901 -2.850 1.287
C -0.0384 -0.3819 -0.8840 4.466 2.826 -0.853
C 2.3321 0.3685 -3.0266 1.343 0.688 0.921
C 0.4138 -0.9973 -1.9951 -0.666 -2.199 -0.413
C -2.4590 1.0960 0.1385 3.125 -1.010 1.692
C 0.8499 -0.5634 2.3239 1.621 -1.765 3.426
O 1.0386 1.9721 0.1419 -0.050 1.572 1.884
O -1.0225 -2.4070 0.7159 0.135 -3.651 0.247
O 1.4198 -0.7176 -2.8732 -0.264 -0.190 -0.641
O 3.0472 0.1282 -4.1616 -0.935 0.540 -0.421
O -0.2411 -2.1414 -2.3055 1.034 0.199 -0.630
O -2.3708 -0.3198 0.3597 -0.680 -0.484 -1.132
O -0.3619 -0.1509 1.7774 -0.537 -0.543 -1.404
P 1.3382 1.0344 -0.8981 -0.266 -0.311 -1.596
P -0.9709 -1.0111 0.5345 0.089 4.581 0.067
H -3.3703 1.4342 0.3624 -3.945 0.660 0.855
H -2.2078 1.5397 -0.7922 0.805 -0.470 -1.151
H -1.8368 1.4093 0.9555 0.532 1.435 -0.102
H 0.7436 -1.5330 3.0207 -0.110 1.995 -1.599
H 1.2727 0.2204 3.0127 -0.775 -0.485 -0.830
H 1.6770 -0.8173 1.6520 -0.451 0.153 -0.568
H 3.3369 0.9883 -4.5722 -0.372 -1.130 0.967
H 0.3226 -2.7717 -2.7926 -0.199 0.441 -0.006
```
Forces are in eV/Å.

Here are the natural (NBO) charges for atoms 1 to 5, given in e: number 1, C, carries -0.5360; number 2, C, carries -0.9103; number 3, C, carries 0.4483; number 4, C, carries 0.6717; number 5, C, carries -0.2537


Entry 6:
Computed, not measured: a molecular structure, C4H5FOS in a non-equilibrium geometry, with the ωB97M-V functional and the def2-TZVPD basis.

As for the HOMO-LUMO gap: 8.26 eV. The multiplicity is 1. The total energy is -19823.06908 eV.

Structure (XYZ):
```
12
Properties=species:S:1:pos:R:3:forces:R:3
C 1.0977 0.8049 0.6047 3.347 -1.646 1.324
C -0.2326 1.3450 0.2144 2.289 2.197 -2.832
C -1.2123 -0.7822 0.0073 -1.481 -2.954 1.423
C -0.4952 -1.5701 -0.7856 0.029 3.486 -0.399
H 0.9760 -0.5760 0.9581 0.652 4.743 -0.627
H 1.4773 1.7497 1.6249 -0.774 -3.546 -3.292
H 2.1014 0.7678 -0.4887 -3.437 0.374 3.705
H -1.9507 -1.4768 0.5773 1.175 2.035 -0.449
H -0.5457 -2.5908 -0.6722 -0.089 -2.165 -0.231
O -1.2847 0.5581 0.2094 -1.454 -0.773 -0.102
F 0.3377 -1.0825 -1.7182 0.319 -0.304 0.145
S -0.2690 2.8529 -0.5312 -0.577 -1.445 1.335
```
Forces are in eV/Å.

Here are the natural (NBO) charges for atoms 1 to 5, given in e: number 1, C, carries -0.7634; number 2, C, carries 0.1854; number 3, C, carries 0.0371; number 4, C, carries 0.1681; number 5, H, carries 0.2356